Entry 1:
The following is a quantum chemistry calculation of a molecular structure, C11H24B3FO10S2 at a distorted geometry, from the OMol25 dataset.

strongest force on any atom	1.3	eV/Å
gap between HOMO and LUMO	9.80	eV
LUMO energy	0.0112	Ha
total charge	0

Geometry (Å):
C  5.4238  -6.3459  2.2383
C  4.1095  -5.6645  2.5815
F  3.7408  -5.9647  3.8980
B  4.0658  -4.0978  2.3352
O  4.9410  -3.4387  1.4845
B  4.1967  -2.7760  0.4889
O  4.6558  -2.7716  -0.7899
O  2.9943  -2.1843  0.8040
B  2.2866  -2.8090  1.8197
C  0.7308  -3.0518  1.7963
O  0.4956  -4.2611  1.0152
O  0.7593  -3.9076  -0.3513
O  3.0420  -3.3366  2.8736
H  5.9143  -5.8128  1.4245
H  5.2600  -7.3670  1.9010
H  6.0902  -6.3318  3.0973
H  3.3118  -6.0797  1.9501
H  5.4163  -3.3504  -0.8661
H  0.3387  -3.2964  2.7806
H  0.1555  -2.2540  1.3446
H  1.3600  -4.6058  -0.6364
C  0.4952  3.1290  1.3275
C  -0.3122  2.8613  0.0487
C  -0.6770  1.3719  0.0464
S  -0.7686  0.8773  1.7696
O  0.2767  -0.0861  2.0268
O  -2.1334  0.5853  2.1269
C  -0.2776  2.4536  2.4573
H  0.6158  4.1951  1.5128
H  1.4908  2.6870  1.2435
H  -1.2151  3.4629  0.0565
H  0.2444  3.1258  -0.8466
H  -1.6406  1.1777  -0.4183
H  0.0903  0.7618  -0.4274
H  0.3091  2.2820  3.3567
H  -1.1891  2.9986  2.7009
C  -5.2695  3.0205  -3.4826
C  -4.6979  4.0744  -4.4415
C  -4.0001  5.1409  -3.5871
S  -3.4558  4.3029  -2.0924
O  -4.1680  4.8466  -0.9654
O  -2.0153  4.2159  -2.0716
C  -4.1506  2.7036  -2.4957
H  -5.5970  2.1266  -4.0105
H  -6.1294  3.4301  -2.9489
H  -3.9736  3.6047  -5.1094
H  -5.4741  4.5193  -5.0618
H  -3.1311  5.5710  -4.0779
H  -4.6829  5.9319  -3.2838
H  -4.4898  2.2233  -1.5805
H  -3.3624  2.1122  -2.9615

Entry 2:
The following is a quantum chemistry calculation of a single C4H7NO2 molecule, from the OMol25 dataset.

strongest force on any atom	0.7	eV/Å
gap between HOMO and LUMO	10.76	eV
SMILES string	NC(=O)C[C@H]1CO1
ΔE to the lowest compared entry with this formula, charge and spin	33.6	kcal per mole
LUMO energy	0.0301	Ha
total charge	0

Geometry (Å):
N  1.7278  0.7686  1.4003
C  0.4696  0.3488  1.1831
O  -0.4551  0.8529  1.8009
C  0.3418  -0.7318  0.1143
C  -1.0264  -0.6289  -0.4663
C  -1.2492  0.2505  -1.6025
O  -1.2336  -1.1747  -1.7483
H  1.7889  1.5141  2.0732
H  2.5184  0.3758  0.9255
H  0.5136  -1.7206  0.5519
H  1.0784  -0.5937  -0.6917
H  -1.8389  -0.7584  0.2448
H  -0.4196  0.7578  -2.1001
H  -2.2159  0.7397  -1.6851